Record 1
Here is a molecular structure, C10H19NO3S from OMol25. Energies are from ωB97M-V/def2-TZVPD.

Structure (ORCA input):
```
! wB97M-V def2-TZVPD RIJCOSX def2/J DEFGRID3
* xyz 0 1
H 1.423 -2.350 -0.117
H -1.475 2.583 0.211
H -2.370 -1.439 -0.578
N 1.029 -0.393 -0.250
H -2.949 1.681 0.857
H 0.900 1.867 3.012
O 2.352 -1.415 -2.514
O -1.569 -1.876 1.697
H 0.570 1.360 0.247
H 3.614 0.168 -2.544
H -0.208 -1.906 -0.495
H -0.186 1.598 4.310
C -2.135 -0.500 -1.025
S -1.379 -0.486 2.088
C 0.043 -0.127 2.826
H -0.923 1.836 2.762
H 0.990 -0.394 2.292
H 1.877 0.554 -2.750
C 0.776 -1.743 -0.802
H 0.821 -2.641 -2.883
H -2.390 1.790 -0.986
O -2.465 0.355 2.519
C 0.027 1.382 3.220
H 0.246 -1.075 -2.482
C 1.004 -1.772 -2.211
C 2.358 0.168 -0.539
C 0.011 0.490 -0.094
H -1.529 -0.673 -1.932
H 3.210 -0.262 -0.042
C -2.156 1.720 0.008
H -3.029 -0.048 -1.350
C -1.366 0.434 -0.175
C 2.596 -0.062 -2.133
H 2.284 1.176 -0.149
*
```

## Properties
LUMO level (alpha / beta) in eV: 0.0 / 0.0
Kohn-Sham gap (alpha / beta) in eV: 7.7 / 7.7
Energy relative to the best compared isomer or geometry (same formula, charge and spin) in kcal/mol: 100.1
Maximum force in eV/Å: 4.9



Record 2
Here is a molecular structure, C17H25N2ORhS5Si from OMol25. Energies are from ωB97M-V/def2-TZVPD.

Structure (ORCA input):
```
! wB97M-V def2-TZVPD RIJCOSX def2/J DEFGRID3
* xyz 0 5
H 9.080 -16.391 -4.982
Si 4.131 -11.670 -2.819
H 3.662 -10.748 -5.023
H 3.944 -13.252 -1.060
C 8.876 -12.682 -3.115
C 7.473 -14.230 -9.910
C 8.814 -14.486 -9.871
H 8.821 -16.404 -10.694
C 3.174 -12.803 -1.666
H 2.146 -11.690 -4.463
S 2.771 -13.962 -6.239
C 9.139 -13.704 -4.014
H 5.412 -10.564 -0.950
C 6.552 -12.983 -3.567
H 5.747 -13.371 -8.940
Rh 4.816 -14.189 -5.192
H 5.954 -10.503 -8.388
H 9.678 -12.100 -2.636
H 7.569 -10.165 -7.722
S 4.394 -17.015 -6.224
C 6.571 -10.469 -7.455
C 4.901 -10.201 -1.840
H 9.542 -12.484 -7.150
H 2.495 -10.038 -3.981
S 4.180 -16.266 -4.403
C 8.973 -12.981 -7.956
C 8.148 -14.437 -4.619
C 8.419 -15.646 -5.462
H 6.148 -9.702 -6.799
H 10.448 -15.700 -10.516
H 9.536 -15.269 -11.877
C 7.612 -12.962 -7.886
H 6.891 -14.755 -10.675
H 8.835 -15.328 -6.444
C 6.857 -13.455 -8.938
H 10.225 -13.749 -4.255
H 10.656 -13.737 -9.048
O 5.381 -12.574 -6.631
H 7.423 -11.454 -2.276
N 5.294 -12.628 -3.588
H 5.534 -9.693 -2.454
H 2.694 -13.544 -2.284
H 4.025 -9.692 -1.573
H 7.555 -16.307 -5.582
H 2.402 -12.292 -1.074
C 7.602 -12.324 -2.813
C 9.559 -13.785 -8.931
C 9.451 -15.503 -10.775
N 6.849 -14.117 -4.343
S 2.842 -15.307 -7.698
C 2.956 -11.005 -4.184
S 6.770 -12.033 -6.578
*
```

## Properties
LUMO level (alpha / beta) in eV: 0.0 / -2.2
Kohn-Sham gap (alpha / beta) in eV: 7.3 / 5.1
Energy relative to the best compared isomer or geometry (same formula, charge and spin) in kcal/mol: 0.0
Maximum force in eV/Å: 3.8



Record 3
Here is C6H11N in the gas phase from OMol25. Energies are from ωB97M-V/def2-TZVPD.

Structure (ORCA input):
```
! wB97M-V def2-TZVPD RIJCOSX def2/J DEFGRID3
* xyz 0 1
H -0.215 1.607 1.954
C -1.980 0.639 2.443
H -2.507 -0.296 2.613
H 0.987 -1.480 -1.462
H -2.615 1.506 2.584
H 2.096 0.008 -3.206
H 0.182 1.341 -0.533
C -0.823 0.722 1.781
C -0.297 -0.213 0.771
H 0.310 -2.125 0.922
C 0.124 0.266 -0.393
C 0.694 -0.435 -1.577
C 1.721 0.454 -2.285
N -0.564 -1.609 0.964
H 2.617 0.540 -1.665
H 1.267 1.419 -2.491
H -0.099 -0.584 -2.330
H -0.896 -1.759 1.909
*
```

## Properties
Structure (SMILES): C=C/C(N)=C/CC
LUMO level in eV: 1.0
Kohn-Sham gap in eV: 9.1
Energy relative to the best compared isomer or geometry (same formula, charge and spin) in kcal/mol: 45.6
Maximum force in eV/Å: 1.8



Record 4
Here is a gas-phase ion, C6H8N (charge +1) from OMol25. Energies are from ωB97M-V/def2-TZVPD.

Structure (ORCA input):
```
! wB97M-V def2-TZVPD RIJCOSX def2/J DEFGRID3
* xyz 1 1
H 0.845 -1.922 0.923
H 1.236 1.962 -0.839
H -1.535 -1.690 -0.408
C 1.684 0.008 -0.276
C -0.213 1.259 0.348
C -1.219 -0.722 -0.597
H -1.003 1.771 -0.262
H -0.859 -0.527 1.541
C 0.845 -0.918 0.490
H 0.096 1.971 1.120
N 0.961 1.063 -0.452
H -2.039 -0.106 -0.752
H -0.708 -0.743 -1.555
C -0.418 -0.247 0.640
C 2.329 -1.158 0.080
*
```

## Properties
LUMO level in eV: -5.1
Kohn-Sham gap in eV: 10.1
Energy relative to the best compared isomer or geometry (same formula, charge and spin) in kcal/mol: 170.7
Maximum force in eV/Å: 4.2



Record 5
Here is 4 unconnected molecules or ions with the total composition H9O4 from OMol25. Energies are from ωB97M-V/def2-TZVPD.

Structure (ORCA input):
```
! wB97M-V def2-TZVPD RIJCOSX def2/J DEFGRID3
* xyz 1 1
O -1.549 -0.666 -0.457
H 1.365 -0.979 -0.076
H -1.908 -0.362 0.464
H 3.447 1.397 -0.960
O 0.787 -1.094 -0.931
H 2.417 2.400 -0.568
H -2.266 -0.680 2.711
O 2.575 1.562 -0.872
H 1.080 -0.229 -1.482
H -2.105 0.786 2.668
O -1.762 0.034 2.124
H -1.995 -0.219 -1.209
H -0.452 -0.793 -0.465
*
```

## Properties
LUMO level in eV: -3.5
Kohn-Sham gap in eV: 12.1
Energy relative to the best compared isomer or geometry (same formula, charge and spin) in kcal/mol: 34.8
Maximum force in eV/Å: 5.4



Record 6
Here is 2 unconnected molecules or ions with the total composition C8H16N2O4 from OMol25. Energies are from ωB97M-V/def2-TZVPD.

Structure (ORCA input):
```
! wB97M-V def2-TZVPD RIJCOSX def2/J DEFGRID3
* xyz 0 1
C -0.541 -3.305 -0.497
O -3.387 -0.808 -0.111
H -1.653 -1.265 0.125
C -1.914 1.055 -0.109
H 1.483 0.388 2.200
H -1.031 -3.065 -1.426
H 2.282 2.444 0.987
C -3.191 0.402 -0.170
H -0.985 2.830 -0.133
H -2.132 -3.347 0.539
H 1.449 -1.130 -1.221
O -1.211 -3.646 0.579
N -0.684 -0.973 0.058
C -0.690 0.338 -0.109
C 1.802 -0.227 1.362
H 3.646 1.520 0.344
H 2.068 0.306 -2.049
C 1.726 0.573 0.062
H 0.520 -3.483 -0.462
H 1.156 -1.097 1.303
H 2.566 2.394 -0.754
H -2.306 2.809 0.866
C 2.616 1.815 0.165
O 0.409 1.109 -0.152
H -3.924 2.137 -0.454
C 2.127 -0.285 -1.137
N -1.921 2.470 -0.012
H 3.144 -0.646 -1.015
O -4.251 1.235 -0.312
H 2.826 -0.548 1.532
*
```

## Properties
LUMO level (alpha / beta) in eV: -1.3 / 0.4
Kohn-Sham gap (alpha / beta) in eV: 5.1 / 7.9
Energy relative to the best compared isomer or geometry (same formula, charge and spin) in kcal/mol: 89.1
Maximum force in eV/Å: 1.5



Record 7
Here is C3HBrClNS in the gas phase from OMol25. Energies are from ωB97M-V/def2-TZVPD.

Structure (ORCA input):
```
! wB97M-V def2-TZVPD RIJCOSX def2/J DEFGRID3
* xyz 0 1
C 1.300 0.858 -0.850
C 2.314 1.241 -0.076
N 1.209 -1.452 -1.584
C 1.647 -0.330 -1.773
S 0.445 -2.388 -0.612
Cl -0.213 1.567 -1.071
H 2.057 0.027 -2.706
Br 3.862 0.300 0.119
*
```

## Properties
LUMO level (alpha / beta) in eV: -1.3 / -1.7
Kohn-Sham gap (alpha / beta) in eV: 7.7 / 7.1
Energy relative to the best compared isomer or geometry (same formula, charge and spin) in kcal/mol: 73.7
Maximum force in eV/Å: 3.6



Record 8
Here is a molecular structure, C28H43FN4OPV from OMol25. Energies are from ωB97M-V/def2-TZVPD.

Structure (ORCA input):
```
! wB97M-V def2-TZVPD RIJCOSX def2/J DEFGRID3
* xyz 2 3
C -5.000 -2.190 -1.497
H 3.930 -3.120 0.284
P -2.284 -0.942 -0.467
H -5.627 -3.078 0.895
C -1.734 3.204 0.194
H 1.881 4.281 -1.552
O -0.953 2.036 -0.291
H -1.427 -2.865 0.784
H 2.842 -0.348 5.355
H -1.715 -2.638 -2.129
N -3.756 -2.935 -1.701
C 2.795 0.136 -0.877
H 5.050 1.889 -2.687
H -4.772 -1.808 1.814
H -2.604 -4.387 -0.735
H -1.293 5.205 0.792
C 2.248 0.127 1.568
C 3.015 -1.153 -1.404
H 2.525 -3.127 -1.806
H -4.105 0.222 0.697
C 1.361 -0.168 3.819
H 4.377 0.150 1.371
C 3.240 3.033 0.545
H -3.492 -3.846 1.457
H -3.397 4.310 -0.559
C 3.518 1.250 -1.345
H 2.528 -2.542 1.181
C -2.319 -2.243 0.843
C -2.315 2.825 1.543
C -3.552 -3.861 -0.645
H 0.084 4.112 0.927
H -2.663 1.789 1.548
C 4.484 1.040 -2.324
H 0.331 -3.338 -0.949
H -5.142 -1.495 -2.321
H -0.426 4.705 -0.665
H -4.274 0.347 -1.042
C 3.739 -0.109 3.417
C 1.210 0.000 2.469
V 0.201 0.803 -0.393
C 2.008 3.203 -1.657
C 3.978 -1.296 -2.398
C 4.722 -0.218 -2.846
H 4.098 2.615 1.073
H 2.337 2.681 1.046
F -0.070 0.031 1.898
H 4.101 3.251 -1.373
N -3.524 -3.140 0.720
H -4.373 -4.573 -0.577
H -2.348 -1.778 1.829
C -4.833 -2.334 0.864
H 2.008 2.950 -2.717
H 5.477 -0.356 -3.610
H -2.366 3.626 -1.822
C 2.840 -3.082 0.287
C -2.805 3.439 -0.842
C 3.538 0.064 2.052
H 2.474 -4.108 0.370
H 0.378 -1.790 -1.798
H 1.115 2.764 -1.198
H -5.833 -2.892 -1.491
H 0.452 -1.866 -0.006
C -0.779 4.371 0.311
C 2.668 -0.221 4.296
N 1.854 0.311 0.219
H -3.481 2.585 -0.920
H 4.153 -2.278 -2.822
H -1.581 2.930 2.342
C 3.264 2.697 -0.945
C -4.027 -0.342 -0.234
H 3.278 4.117 0.667
C -2.606 -2.048 -1.918
C 0.778 -2.338 -0.938
H -3.162 3.471 1.772
H -2.796 -1.428 -2.794
N -4.993 -1.447 -0.233
H 4.750 -0.153 3.799
H 0.500 -0.251 4.469
C 2.300 -2.437 -0.992
*
```

## Properties
LUMO level (alpha / beta) in eV: -5.9 / -5.7
Kohn-Sham gap (alpha / beta) in eV: 7.5 / 7.8
Energy relative to the best compared isomer or geometry (same formula, charge and spin) in kcal/mol: 5.2
Maximum force in eV/Å: 2.2



Record 9
Here is 8 unconnected molecules or ions with the total composition C36H44F4O4 from OMol25. Energies are from ωB97M-V/def2-TZVPD.

Structure (ORCA input):
```
! wB97M-V def2-TZVPD RIJCOSX def2/J DEFGRID3
* xyz -1 2
H 0.009 -0.009 -3.015
C 0.484 -4.185 2.783
C -2.785 1.253 -1.707
H -4.995 -2.739 -1.429
C 1.934 2.904 -2.837
H 2.811 2.783 -3.472
C 1.675 -3.785 -2.477
H 0.512 -3.643 -0.702
H 1.806 7.866 -2.876
C 0.699 4.474 3.370
H 1.804 0.969 2.375
C 0.043 7.270 -4.009
H -4.376 -0.175 0.508
C 1.318 2.860 1.736
C 0.960 7.200 -2.960
H 2.253 3.434 -1.939
C 2.424 -2.452 -2.616
H -6.766 -2.871 -1.315
H 2.185 -2.154 2.670
H 5.436 -2.099 2.327
C 0.261 0.999 -3.346
H -0.054 -4.924 -1.716
C -5.977 -0.974 -0.562
H 2.972 -1.026 1.586
C 0.835 6.196 -1.995
C -1.902 1.696 -0.752
C 3.699 -3.050 1.430
C 1.264 1.594 -2.415
C 0.399 -3.933 -1.747
C 1.061 -5.441 2.594
C 0.416 -6.161 4.859
H 1.376 2.544 0.705
O -6.439 -0.218 -1.381
F -0.771 -1.592 0.480
C -1.450 -0.639 -0.185
C -5.404 -0.465 0.722
H 1.227 3.450 -3.461
H -0.295 -3.201 -2.161
F -2.013 4.397 -3.291
C 1.438 2.323 4.073
H 0.975 3.889 5.476
H 5.574 -3.842 1.878
H 1.552 6.053 -1.200
C -0.098 -3.867 4.035
H 3.327 -2.597 -2.023
C -3.013 -0.101 -1.955
H -1.698 6.375 -4.879
H -0.417 -2.856 4.242
C -1.060 5.345 -3.117
C -0.162 -4.873 5.031
C -2.323 -1.029 -1.175
C -0.172 5.241 -2.071
H 2.516 -2.142 -3.657
C 1.561 1.956 2.740
H -5.288 -1.306 1.406
H 1.868 -1.637 -2.150
H 4.712 -3.390 3.308
H 1.811 -2.150 0.991
F 0.486 -7.056 5.860
H -0.656 -4.584 5.947
C -1.268 0.734 0.026
H 0.387 5.472 3.641
H 0.595 0.829 -4.370
O 1.602 1.039 -1.408
H -0.590 0.951 0.838
H 0.089 8.069 -4.735
H -1.730 2.720 -0.455
H -2.535 -2.071 -1.366
H -3.287 2.074 -2.197
C -5.872 -2.465 -0.842
H -0.718 1.478 -3.334
C 0.857 4.145 2.021
H -5.765 -2.927 0.139
H 1.710 1.516 4.737
H -0.149 4.384 -1.415
O 3.575 -3.901 0.553
C 2.645 -2.061 1.687
H 1.479 -5.635 1.617
H -3.626 -0.456 -2.770
C 1.048 -6.384 3.636
C 4.931 -3.064 2.291
O 2.232 -4.805 -2.900
C 1.054 3.602 4.438
H 1.454 -7.384 3.587
F 0.698 4.995 0.998
H 0.520 -3.465 1.979
C -0.973 6.317 -4.081
H -5.932 0.389 1.148
*
```

## Properties
LUMO level (alpha / beta) in eV: 2.3 / 2.3
Kohn-Sham gap (alpha / beta) in eV: 2.2 / 7.4
Maximum force in eV/Å: 4.0



Record 10
Here is a molecular structure, C4H4IrLiO3 from OMol25. Energies are from ωB97M-V/def2-TZVPD.

Structure (ORCA input):
```
! wB97M-V def2-TZVPD RIJCOSX def2/J DEFGRID3
* xyz 3 6
O -1.790 1.223 -0.559
H 1.838 -1.142 -0.386
H 0.227 -0.788 -1.246
O -0.616 3.064 -0.400
Li 1.885 -4.171 -0.057
C 0.029 -0.143 0.883
C 0.555 -1.040 -0.222
O 0.176 1.236 0.559
C 1.178 -2.220 0.057
C -0.758 1.833 -0.155
H -1.028 -0.392 1.038
Ir -2.268 2.848 -1.331
H 0.572 -0.305 1.818
*
```

## Properties
LUMO level (alpha / beta) in eV: -15.5 / -18.2
Kohn-Sham gap (alpha / beta) in eV: 4.3 / 4.6
Maximum force in eV/Å: 10.0



Record 11
Here is C3H4FNO in the gas phase from OMol25. Energies are from ωB97M-V/def2-TZVPD.

Structure (ORCA input):
```
! wB97M-V def2-TZVPD RIJCOSX def2/J DEFGRID3
* xyz 0 1
H -1.884 -0.411 0.346
H -0.848 -1.293 -0.682
N 1.056 0.535 1.028
C 0.206 0.188 0.151
C 0.484 0.967 -1.072
F 1.305 -0.398 2.086
C -0.914 -0.762 0.204
H -0.653 -1.447 0.953
H 1.107 1.883 -0.801
O 0.141 0.740 -2.212
*
```

## Properties
Structure (SMILES): C/C(C=O)=N\F
LUMO level in eV: -0.4
Kohn-Sham gap in eV: 10.2
Energy relative to the best compared isomer or geometry (same formula, charge and spin) in kcal/mol: 66.3
Maximum force in eV/Å: 2.7



Record 12
Here is a molecular structure, CAgF5LiO3P from OMol25. Energies are from ωB97M-V/def2-TZVPD.

Structure (ORCA input):
```
! wB97M-V def2-TZVPD RIJCOSX def2/J DEFGRID3
* xyz 0 1
F 2.069 1.371 1.241
O 0.632 -0.732 0.556
O -0.741 -2.463 0.555
P 1.468 0.537 0.040
F 2.794 -0.381 0.037
O -1.313 -0.697 -0.632
F -1.908 2.121 1.142
F 1.934 1.084 -1.380
Ag -2.168 1.430 -0.809
C -0.547 -1.324 0.137
Li -2.407 -2.433 -0.572
F 0.187 1.485 -0.315
*
```

## Properties
LUMO level in eV: -1.4
Kohn-Sham gap in eV: 7.7
Energy relative to the best compared isomer or geometry (same formula, charge and spin) in kcal/mol: 0.0
Maximum force in eV/Å: 2.3